# 1
Molecular formula: C3H3ClO
Method: DFT, wB97M-V/def2-TZVPD

Highest occupied orbital energy (alpha / beta) in eV: -5.75 / -11.67
Charge: 0
Energy above the lowest of the compared OMol25 structures with the same formula, charge and spin in kJ/mol: 20.6
2S+1: 3

Last column: Mulliken charge in e.
Geometry (Å):
Cl 1.782 1.692 0.057  -0.133
O 4.080 -0.913 0.455  -0.123
C -0.303 0.223 0.320  -0.903
C 3.608 -1.016 -0.565  0.117
C 0.731 0.470 -0.477  -0.124
H -1.225 -0.375 0.288  0.317
H -0.375 0.693 1.252  0.352
H 0.749 -0.086 -1.354  0.497

Forces on atoms 1 to 3 (eV/Å):
Cl -0.2126 -0.3459 -0.8339
O -0.1802 -0.0547 -0.3947
C -7.9800 -1.7312 6.3079


# 2
Molecular formula: C8H22AgCl2N2O2
Method: DFT, wB97M-V/def2-TZVPD

Highest occupied orbital energy in eV: -5.86
Charge: -1
2S+1: 1

Last column: Mulliken charge in e.
Geometry (Å):
Ag -1.004 0.197 2.539  0.248
Cl -0.351 -1.656 3.995  -0.687
Cl -2.232 1.857 1.107  -0.667
O -1.345 -2.946 -0.369  -0.373
O 2.112 3.222 0.147  -0.311
N -1.232 -0.448 -1.694  -0.707
N 1.729 -0.350 0.465  -0.328
C 2.551 0.860 0.250  0.304
C 2.869 1.123 -1.191  -1.466
C -0.555 -3.737 0.454  -0.767
C 1.669 2.036 0.769  -0.192
C -3.358 -1.548 -1.711  -1.494
C -2.321 -0.873 -0.797  0.837
C -1.944 -1.826 0.251  0.184
C 1.376 4.395 0.341  -0.671
H 0.453 -3.287 0.478  0.208
H -3.869 -0.671 -2.109  0.428
H 1.665 4.933 1.274  0.237
H 3.233 0.182 -1.673  0.478
H 1.701 2.155 1.878  0.336
H -2.899 -2.128 -2.551  0.254
H 3.432 0.844 0.876  0.225
H 2.023 -0.742 1.330  0.223
H -0.507 -1.152 -1.799  0.314
H -1.253 -1.493 1.018  -0.287
H 2.053 1.481 -1.802  0.314
H 0.598 1.842 0.604  -0.076
H 1.692 5.103 -0.457  0.224
H 0.274 4.224 0.330  0.278
H -0.865 0.415 -1.263  0.291
H -4.080 -2.194 -1.196  0.328
H 3.743 1.810 -1.163  0.328
H -0.492 -4.753 0.048  0.254
H -0.865 -3.856 1.469  0.347
H 1.710 -0.962 -0.322  0.093
H -2.776 0.016 -0.268  0.001
H -2.935 -2.073 0.742  0.293

Forces on atoms 1 to 3 (eV/Å):
Ag -0.2770 0.1911 0.0052
Cl 0.0070 0.4048 -0.3154
Cl 0.5127 -0.1173 0.5826


# 3
Molecular formula: C33H52Br3N10O14
Method: DFT, wB97M-V/def2-TZVPD

Highest occupied orbital energy in eV: -5.54
Charge: -1
Energy above the lowest of the compared OMol25 structures with the same formula, charge and spin in kJ/mol: 0.0
2S+1: 1

Last column: Mulliken charge in e.
Geometry (Å):
Br -5.559 3.057 4.974  -0.055
Br -2.569 3.717 4.185  0.015
Br -4.341 1.977 2.118  0.026
O -2.450 -1.966 6.136  -0.639
O 1.784 -5.433 -1.969  -0.615
O -2.748 -0.181 -3.483  -0.551
O 0.405 1.143 -0.322  0.540
O -0.934 7.045 0.574  -0.711
O 2.518 -3.255 1.976  -0.667
O 2.447 -2.916 -2.136  -0.917
O -1.265 2.057 -2.396  -0.475
O 6.550 2.726 -3.206  -0.592
O 1.362 4.498 -6.599  -0.590
O -3.192 -6.909 -0.196  -0.582
O 3.606 1.435 5.662  -0.698
O -5.698 -2.759 0.393  -0.578
O 2.887 2.230 0.906  -0.612
N 2.711 -4.429 3.951  -0.445
N 4.668 2.360 3.869  -0.299
N -1.927 -0.760 4.265  -0.165
N -0.144 5.000 1.237  -0.270
N -1.547 5.182 -0.606  -0.293
N 0.645 -4.115 2.954  -0.312
N 2.108 -1.344 -0.506  0.125
N 2.740 1.143 3.545  -0.069
N -3.555 -2.401 4.153  -0.274
N 1.658 -0.813 -2.701  -0.053
C -1.636 -5.143 -0.818  -0.145
C -4.893 -0.711 -0.567  -0.368
C 1.342 3.817 -4.254  -0.439
C 4.394 2.005 -2.399  -0.522
C -1.939 -6.482 -0.538  -0.006
C -0.575 2.582 -3.462  -0.054
C 1.998 -1.790 -1.802  0.379
C 2.011 -3.899 2.887  0.661
C -3.861 -2.126 -2.730  -0.638
C -4.573 -2.776 -1.722  -0.472
C 0.759 3.876 -5.522  0.729
C -1.124 2.590 -4.727  -0.758
C -0.597 1.228 0.677  2.964
C 3.669 1.615 4.438  0.474
C -1.058 -0.183 1.033  -1.280
C 3.534 1.807 -1.347  -0.240
C -4.079 -0.065 -1.474  -0.335
C -0.789 5.827 0.353  0.357
C 5.856 3.253 -0.970  -0.660
C -0.938 -7.393 -0.726  -0.114
C 5.598 2.700 -2.210  0.555
C 0.675 3.170 -3.231  -0.074
C -5.033 -2.089 -0.619  0.533
C 0.591 -5.774 -1.502  0.894
C -3.539 -0.776 -2.568  0.413
C -0.103 1.960 1.919  -2.619
C -0.408 -4.801 -1.318  -0.669
C -0.444 3.246 -5.749  -0.620
C -3.989 2.407 3.992  -0.210
C -2.661 -1.711 4.943  0.419
C 3.839 2.322 -0.090  0.364
C 5.002 3.046 0.117  -0.766
C 0.338 -7.111 -1.218  -0.998
H -0.384 -0.892 1.516  0.676
H -1.480 1.731 0.236  0.076
H 3.692 -4.598 3.837  0.243
H -2.103 5.690 -1.267  0.197
H -3.496 -2.675 -3.585  0.441
H -1.643 -0.674 0.249  0.019
H -3.901 -6.271 -0.273  0.286
H 6.798 3.785 -0.910  0.373
H -3.696 1.467 4.435  0.198
H 2.574 1.371 -1.591  0.186
H 5.283 2.887 4.459  0.175
H -4.683 -3.852 -1.725  0.423
H -1.195 -8.412 -0.434  0.338
H 0.329 -4.660 3.728  0.155
H 2.003 2.066 0.495  -0.205
H -1.413 4.232 -0.922  0.201
H -2.259 0.603 -3.181  0.312
H 4.193 1.664 -3.412  0.323
H 1.981 -4.450 -2.094  0.524
H 2.235 -4.929 4.673  0.141
H -2.424 -4.411 -0.721  0.372
H 2.163 -2.104 0.164  0.186
H -0.102 3.991 1.190  0.217
H 1.100 -0.012 -2.450  -0.033
H -3.822 0.984 -1.368  0.359
H 5.277 3.444 1.078  0.396
H 6.076 2.756 -4.045  0.302
H 0.691 2.671 1.705  0.588
H 1.065 -7.905 -1.247  0.412
H -0.124 -3.791 -1.589  0.271
H 0.081 5.387 2.135  0.226
H -4.346 -2.873 4.538  0.188
H -6.493 -2.417 0.793  0.317
H -3.339 -2.596 3.198  0.164
H 4.898 2.386 2.903  0.220
H 2.691 1.591 2.606  0.367
H -0.948 2.590 2.202  0.228
H -5.313 -0.214 0.301  0.163
H -1.174 -0.368 4.802  0.152
H 2.005 0.544 3.853  0.094
H -2.164 2.354 -4.918  0.356
H -0.891 3.470 -6.711  0.367
H 0.088 -3.697 2.237  0.132
H -0.579 1.680 -1.768  -0.177
H -1.880 -0.069 1.763  -0.083
H 1.752 -1.079 -3.665  0.244
H 1.977 5.140 -6.221  0.297
H 2.347 4.196 -4.102  0.301
H -1.951 -0.621 3.255  -0.017
H 1.577 -0.504 -0.235  -0.019
H 1.089 3.103 -2.231  0.525
H 0.309 1.387 2.745  -0.195

Forces on atoms 1 to 3 (eV/Å):
Br 0.3646 -0.3691 -0.5068
Br -0.3377 -0.4117 -0.0646
Br 0.0327 0.2834 0.5734


# 4
Molecular formula: C17H39MoO2P3
Method: DFT, wB97M-V/def2-TZVPD

Highest occupied orbital energy (alpha / beta) in eV: -21.59 / -22.26
Charge: +4
Energy above the lowest of the compared OMol25 structures with the same formula, charge and spin in kJ/mol: 178.7
2S+1: 3

Last column: Mulliken charge in e.
Geometry (Å):
Mo -0.024 -0.711 -0.564  -1.119
P 0.278 0.293 -2.748  1.241
P 0.066 1.747 0.608  1.052
P -2.533 -0.549 -0.184  0.899
O 3.217 1.391 2.831  -0.458
O -1.468 -1.724 3.694  -0.569
C -0.500 -1.030 -3.690  -1.395
C 1.583 2.713 0.303  -1.245
C 1.181 -0.823 1.941  -1.170
C 0.896 -2.420 -0.065  0.043
C 2.182 -0.704 2.967  -0.441
C 0.079 1.860 2.417  -1.365
C 1.743 -3.539 0.349  -0.735
C 3.181 0.254 2.336  0.227
C 3.802 -0.126 1.081  -0.760
C -0.404 1.873 -3.311  -1.173
C -3.581 0.564 -1.226  -1.014
C -3.060 -2.256 -0.542  -1.273
C -3.216 -0.229 1.509  -1.137
C 2.039 0.414 -3.253  -1.250
C 3.075 -0.975 0.286  -0.588
C -1.139 3.114 0.253  -1.313
C 1.696 -1.209 0.640  1.073
H 0.772 -2.184 -1.220  0.435
H -0.237 2.675 -2.575  0.274
H 0.172 -1.143 2.212  0.490
H 2.683 -1.652 3.164  0.458
H 2.024 -0.149 3.897  0.364
H 2.359 2.397 1.003  0.355
H 4.831 0.214 0.869  0.572
H -2.990 -2.856 0.372  0.393
H -2.962 0.995 -2.025  0.096
H -0.052 -1.998 -3.439  0.526
H 1.928 2.624 -0.727  0.317
H -0.220 2.882 2.675  0.657
H 1.353 0.032 -1.185  0.284
H -1.456 -1.287 4.563  0.310
H -4.001 1.396 -0.637  0.443
H 2.452 -0.594 -3.404  0.393
H 2.792 -3.317 0.524  0.433
H 2.636 0.913 -2.471  0.356
H -0.148 -2.530 0.331  0.301
H 1.109 1.722 2.780  0.349
H -0.335 -0.799 -4.745  0.481
H -0.593 1.132 2.884  0.298
H 0.143 2.099 -4.240  0.540
H -2.735 0.670 1.933  0.277
H -2.137 2.903 0.668  0.395
H -4.312 -0.054 1.499  0.508
H -0.727 3.998 0.771  0.685
H -1.576 -1.079 -3.485  0.416
H 1.227 -4.455 0.641  0.410
H -2.375 -2.686 -1.279  0.444
H -1.509 -2.675 3.890  0.277
H 2.069 1.020 -4.170  0.579
H -1.479 1.765 -3.519  0.393
H -1.205 3.344 -0.822  0.361
H -4.081 -2.328 -0.933  0.500
H -4.418 0.021 -1.694  0.447
H -2.983 -1.071 2.186  0.341
H 3.552 -1.625 -0.451  0.769
H 1.334 3.753 0.527  0.545

Forces on atoms 1 to 3 (eV/Å):
Mo -2.4284 4.3968 -0.7929
P 0.9629 0.7609 -1.1265
P -0.0076 1.6109 -0.0450


# 5
Molecular formula: H2INP2
Method: DFT, wB97M-V/def2-TZVPD

Highest occupied orbital energy in eV: -9.09
Charge: 0
Energy above the lowest of the compared OMol25 structures with the same formula, charge and spin in kJ/mol: 17.4
2S+1: 1
SMILES string: P/N=P\I

Last column: Mulliken charge in e.
Geometry (Å):
I -2.994 -1.031 0.062  -0.321
P -1.332 1.288 -0.323  0.242
P 1.108 -0.232 0.705  0.009
N 0.091 0.917 0.016  -0.078
H 0.827 -1.001 -0.357  0.074
H 2.301 0.059 -0.104  0.074

Forces on atoms 1 to 3 (eV/Å):
I 0.9562 1.2556 -0.1883
P -0.4025 -1.2953 0.2617
P 1.5867 0.3760 -0.1542


# 6
Molecular formula: C39H28Cl5MoN2SSbTe
Method: DFT, wB97M-V/def2-TZVPD

Highest occupied orbital energy (alpha / beta) in eV: -12.93 / -12.93
Charge: +2
2S+1: 1

Last column: Mulliken charge in e.
Geometry (Å):
Te -2.469 -0.509 0.992  0.512
Sb 2.690 0.402 0.018  1.073
Mo -0.572 -1.455 -1.729  -0.313
Cl 2.590 -2.612 0.316  -0.090
Cl -2.969 -5.208 1.266  -0.118
Cl 2.164 -4.440 2.721  -0.104
Cl -0.646 -5.659 3.312  -0.135
Cl -2.433 -3.280 -1.216  -0.095
S 1.522 -0.533 -1.917  -0.303
N -2.077 -0.248 -1.898  -0.028
N -0.571 -0.689 -4.044  -0.402
C -1.219 -3.596 -0.021  1.124
C -4.903 0.103 2.737  -0.350
C 2.944 -0.764 2.847  -0.345
C -1.844 0.841 -2.712  -0.146
C 1.247 -0.877 4.545  -0.682
C 1.005 -3.214 0.610  1.564
C 0.392 -0.141 3.742  -0.945
C 7.452 -0.347 -0.909  -0.512
C -4.405 -0.871 1.879  0.211
C -5.117 -2.044 1.663  0.014
C -1.012 3.025 -4.220  -0.814
C -6.839 -1.257 3.141  -0.480
C -2.471 2.095 -2.539  1.528
C 0.795 0.264 2.477  -0.356
C -2.030 3.176 -3.303  -0.846
C 2.527 -1.175 4.101  -0.599
C -0.043 -2.880 -0.259  -1.099
C 5.160 -0.510 -1.613  -0.381
C 0.822 4.358 -0.225  -0.756
C 6.512 -0.687 -1.869  -0.690
C 1.142 4.768 -1.508  -0.559
C 5.704 0.383 0.568  -0.490
C -6.120 -0.095 3.365  -0.641
C 1.331 3.169 0.272  -0.429
C -4.003 1.060 -1.020  -0.652
C 2.504 2.818 -1.814  -0.556
C 0.842 -4.082 1.694  -0.058
C 7.050 0.187 0.306  -0.742
C -6.337 -2.231 2.291  -0.651
C 2.068 -0.057 2.040  0.409
C 4.772 0.019 -0.391  0.806
C 2.147 2.398 -0.540  0.512
C -0.932 0.670 -3.771  0.323
C 2.002 4.016 -2.293  -0.697
C -0.402 -4.671 1.944  0.350
C -3.240 -0.195 -1.083  -0.481
C -0.490 1.761 -4.493  -0.923
C -1.454 -4.451 1.041  -0.428
C -3.588 2.174 -1.634  -1.211
H -1.343 -1.165 -4.519  0.280
H -3.898 -1.050 -1.277  0.624
H -6.497 0.658 4.040  0.410
H 5.390 0.826 1.503  0.488
H 3.176 2.218 -2.418  0.419
H 2.283 4.358 -3.276  0.471
H -4.338 1.008 2.913  0.424
H 0.243 -0.743 -4.660  0.321
H -4.905 1.042 -0.426  0.632
H 3.939 -1.007 2.498  0.406
H -0.655 3.878 -4.774  0.502
H 0.178 4.958 0.397  0.463
H -7.784 -1.412 3.635  0.408
H 1.120 2.861 1.288  0.592
H 0.114 0.835 1.853  0.589
H -6.886 -3.147 2.134  0.421
H -4.726 -2.819 1.017  0.240
H -0.601 0.110 4.088  0.559
H 0.916 -1.220 5.514  0.445
H 0.731 5.687 -1.894  0.465
H 7.782 0.459 1.052  0.427
H 4.421 -0.782 -2.358  0.385
H 8.502 -0.492 -1.105  0.421
H -2.512 4.135 -3.177  0.475
H 6.829 -1.089 -2.821  0.423
H -4.118 3.106 -1.530  0.478
H 0.240 1.634 -5.277  0.420
H 3.198 -1.756 4.714  0.489

Forces on atoms 1 to 3 (eV/Å):
Te -1.0571 0.2015 -0.0933
Sb -0.0476 0.5998 -0.2138
Mo 0.3080 1.0441 -0.5844